1.
ORCA calculation (ωB97M-V/def2-TZVPD) on a molecular structure, C25H58B3F5O11S at a distorted geometry.

The geometry in XYZ format:
```
103
C25H58B3F5O11S ωB97M-V/def2-TZVPD
O -0.46726 -1.87464 0.33612
S -1.15341 -3.07548 0.93294
O -2.49829 -2.71749 1.48580
B -1.42989 -4.32968 -0.43886
O -1.41047 -5.75826 -0.27617
B -2.66786 -6.30609 -0.80236
O -3.14004 -5.81316 -2.07707
B -2.02012 -5.01148 -2.54806
C -1.15428 -5.47411 -3.85486
C -0.03696 -6.50298 -3.25491
C 1.06453 -6.94841 -4.31525
O 0.46821 -7.60782 -5.47360
O -1.71573 -3.83382 -1.75722
C -0.09361 -3.67852 2.33854
F -0.76385 -4.53563 3.23585
F 1.02891 -4.34298 1.80511
C 0.44657 -2.45566 3.24760
F 0.95654 -2.91347 4.47981
F -0.58242 -1.56249 3.59042
F 1.48037 -1.75127 2.63595
H -3.23026 -7.11283 -0.15654
H -0.65913 -4.58175 -4.35807
H -1.81113 -5.99506 -4.63667
H -0.65277 -7.38038 -2.84254
H 0.42743 -5.93121 -2.37286
H 1.74353 -7.70819 -3.78369
H 1.73583 -6.09080 -4.63727
H 1.13923 -8.27981 -5.71648
C -5.23899 2.87420 2.19034
C -5.68653 2.04024 3.37947
O -6.03691 0.70830 3.03686
C -5.00573 -0.08926 2.47125
C -3.81493 -0.28463 3.39245
H -5.98578 2.84061 1.39375
H -5.08723 3.91364 2.49066
H -4.29831 2.50615 1.77410
H -6.58410 2.49322 3.80763
H -4.92913 2.04360 4.16948
H -4.69271 0.32238 1.50609
H -5.45185 -1.06458 2.26127
H -3.28504 0.65475 3.56862
H -3.10666 -0.99089 2.95432
H -4.13815 -0.66558 4.36468
C 3.14839 -0.17442 1.00922
C 4.61586 0.21179 0.93558
O 5.17929 0.06035 -0.35986
C 4.59965 0.84386 -1.39171
C 4.70541 2.33858 -1.14903
H 2.99408 -1.18098 0.61383
H 2.79967 -0.14174 2.04158
H 2.52576 0.50695 0.42470
H 5.18602 -0.44590 1.59651
H 4.77160 1.23149 1.30129
H 3.55894 0.54599 -1.55712
H 5.14160 0.59524 -2.30792
H 4.11052 2.64683 -0.28585
H 4.34479 2.89271 -2.01914
H 5.74157 2.62552 -0.95264
C -0.29611 3.37707 2.39254
C 1.16857 3.77680 2.32202
O 1.73139 3.63462 1.02603
C 1.14868 4.41868 -0.00586
C 1.25099 5.91431 0.23833
H -0.44025 2.37051 1.99253
H -0.64748 3.40142 3.42679
H -0.92491 4.05472 1.81035
H 1.74222 3.12004 2.98093
H 1.31716 4.79605 2.69212
H 0.10934 4.11687 -0.17202
H 1.69216 4.17454 -0.92239
H 0.65639 6.22223 1.10143
H 0.88945 6.46796 -0.63138
H 2.28674 6.20219 0.43475
C 1.90838 -4.65394 -8.31180
C 0.62731 -5.41563 -8.01282
O -0.24268 -4.73663 -7.12819
C -0.73575 -3.47645 -7.55880
C -1.55828 -3.55011 -8.83339
H 2.41068 -4.36643 -7.38502
H 2.58674 -5.27002 -8.90652
H 1.70909 -3.73869 -8.87422
H 0.88569 -6.35601 -7.52243
H 0.10301 -5.67949 -8.93654
H 0.08685 -2.76106 -7.66208
H -1.37117 -3.10285 -6.75132
H -0.94680 -3.84295 -9.68975
H -2.00256 -2.57741 -9.05690
H -2.35737 -4.28873 -8.73357
C 2.24699 8.34851 5.98429
C 0.76207 8.34528 5.66114
O 0.31295 7.13247 5.07501
C 0.45913 5.95941 5.86174
C -0.31538 6.00403 7.16743
H 2.83337 8.07938 5.10278
H 2.55863 9.33702 6.32927
H 2.48763 7.62931 6.77062
H 0.56045 9.13227 4.93050
H 0.16602 8.58352 6.54742
H 1.51928 5.75059 6.03952
H 0.07877 5.13302 5.25564
H 0.08101 6.76452 7.84392
H -0.25770 5.03986 7.67783
H -1.36548 6.24424 6.98395
```

HOMO energy   -9.3463 eV
Total energy   -2787.10759 Eh
Gap between HOMO and LUMO   8.59 eV

***

2.
ORCA calculation (ωB97M-V/def2-TZVPD) on a molecular structure, C25H58ErN2O2Si3 at a distorted geometry.

The geometry in XYZ format:
```
91
C25H58ErN2O2Si3 ωB97M-V/def2-TZVPD
O -0.80336 -1.69796 -0.71828
O -1.96047 -0.67818 -2.91006
C -0.13535 -2.73402 -1.53541
C 0.35029 -3.91217 -0.73581
H 0.68112 -2.20633 -2.03623
H -0.87532 -3.02997 -2.28739
H 1.21486 -3.64947 -0.11624
H 0.68741 -4.68428 -1.43753
H -0.43576 -4.35085 -0.11636
C -1.92310 -2.14412 0.13194
C -2.88258 -3.00506 -0.64403
H -2.39903 -1.22874 0.50826
H -1.49821 -2.68008 0.99390
H -3.21512 -2.48054 -1.54683
H -3.76449 -3.21046 -0.02947
H -2.43113 -3.96264 -0.91454
C -3.02612 0.30914 -2.90649
C -1.86541 -1.43108 -4.14378
C -4.26424 -0.18868 -2.20701
H -3.25696 0.57908 -3.94783
H -2.62216 1.19531 -2.40377
H -4.64982 -1.10940 -2.66028
H -5.04519 0.57562 -2.29798
H -4.08441 -0.34830 -1.13692
C -3.08728 -2.27132 -4.42976
H -0.98092 -2.07261 -4.04887
H -1.68133 -0.72829 -4.97255
H -3.39838 -2.86969 -3.56653
H -2.84786 -2.96998 -5.23912
H -3.92747 -1.65610 -4.77358
H -0.77586 -0.26717 -1.81264
Er 0.28919 0.19222 0.67004
C 0.01145 0.73466 -1.62988
Si 0.69727 1.42321 -3.25413
H -0.49517 1.56210 -1.07862
H 1.04512 0.45373 -1.23294
C 1.48566 -0.01921 -4.15747
C 2.04846 2.68203 -2.90141
C -0.57030 2.23785 -4.36201
C 2.48374 -0.45106 0.45325
Si 3.66061 0.66662 1.37284
H 2.85358 -0.56995 -0.58369
H 2.51852 -1.47120 0.88433
C 4.17171 2.12023 0.28905
C 5.20346 -0.29427 1.85321
C 2.94096 1.38988 2.95559
H -0.05586 2.79676 -5.15792
H -1.18586 2.95382 -3.80196
H -1.24084 1.51942 -4.85037
H 2.36278 -0.39153 -3.61324
H 1.82066 0.30364 -5.15271
H 0.78947 -0.85539 -4.29769
H 2.63080 2.44863 -2.00196
H 1.61751 3.68377 -2.77630
H 2.74649 2.72938 -3.74871
H 5.43386 -1.05557 1.09615
H 5.07124 -0.80427 2.81722
H 6.07021 0.37508 1.93777
H 2.47467 0.63207 3.60056
H 2.20287 2.18208 2.77046
H 3.76188 1.84442 3.53229
H 5.08552 2.57691 0.69806
H 3.39659 2.89887 0.25421
H 4.38838 1.80176 -0.73952
C 1.20731 -3.20789 2.70307
C 0.61419 -2.05353 3.44635
C 0.52330 -2.05012 4.82999
C -0.06132 -0.96960 5.49439
C -0.53939 0.10537 4.75283
C -0.33546 0.09926 3.36335
N 0.18101 -1.00166 2.71111
N -0.54483 1.14989 2.51202
Si -1.04240 2.78523 2.91104
C -2.78301 2.75345 3.56970
C 0.12347 3.48570 4.19590
C -0.91691 3.77477 1.32798
H 0.55868 -3.55127 1.88507
H 2.19633 -2.96208 2.28644
H 1.34263 -4.05014 3.39571
H 0.91278 -2.91623 5.36523
H -0.14618 -0.96686 6.57867
H -1.02025 0.96981 5.21203
H -2.90705 2.00927 4.36693
H -3.04395 3.73929 3.97978
H -3.49498 2.51400 2.76909
H 1.09042 3.77103 3.76280
H -0.33553 4.38821 4.62488
H 0.31322 2.78271 5.01753
H 0.11184 3.82271 0.93981
H -1.57952 3.38518 0.54051
H -1.23539 4.80511 1.55446
```

HOMO energy (spin up / spin down)   -10.4390 / -10.4447 eV
ΔE to the lowest compared entry with this formula, charge and spin   21.0 kcal per mole
Spin multiplicity   4
Total energy   -3130.79854 Eh
Total charge   +1
Gap between HOMO and LUMO (spin up / spin down)   8.21 / 8.25 eV

***

3.
ORCA calculation (ωB97M-V/def2-TZVPD) on 10 unconnected molecules or ions with the total composition C25H58N21O15P at a distorted geometry.

The geometry in XYZ format:
```
120
C25H58N21O15P ωB97M-V/def2-TZVPD
C 0.52737 -4.38135 0.11521
C -0.92760 -4.08436 0.40672
C -1.73813 -5.18225 1.03643
N -1.50024 -2.98781 0.10643
C -0.94169 -1.74435 0.45521
C -0.28420 -0.93454 -0.45141
C -0.16743 -1.42499 -1.86643
O 1.13858 -1.30332 -2.43470
C 1.10565 -0.87079 -3.77579
O 2.19271 -1.36154 -4.47445
C 3.35658 -0.54529 -4.48425
C 4.33259 -0.92602 -3.36116
O 5.42831 -1.68093 -3.86622
C 0.19987 0.33416 -0.02588
C 0.92094 1.31407 -0.94233
P 2.53743 1.76282 -0.26256
O 2.46918 3.10742 0.33565
O 3.60369 1.71568 -1.47004
O 3.03045 0.67887 0.79979
C 0.00785 0.72626 1.26000
C -0.63779 -0.09171 2.20057
N -0.76737 0.39775 3.46362
C -1.36318 -0.41640 4.28606
C -1.87827 -1.68199 3.90178
N -1.78855 -2.14732 2.68281
C -1.13004 -1.33665 1.80332
H 1.21223 -3.82244 0.75202
H 0.71747 -4.18933 -0.93824
H 0.71892 -5.43984 0.27050
H -2.30430 -4.77419 1.86875
H -2.44559 -5.56661 0.29760
H -1.11188 -5.99457 1.39217
H -0.42468 -2.48266 -1.87590
H -0.91012 -0.90846 -2.48123
H 0.22007 -1.26307 -4.28218
H 1.05311 0.22622 -3.83873
H 3.10655 0.51864 -4.48386
H 3.87030 -0.77231 -5.41630
H 3.77038 -1.53836 -2.65562
H 4.74882 -0.02818 -2.91418
H 5.11417 -2.58823 -3.97090
H 0.99288 0.95231 -1.95780
H 0.31209 2.21086 -0.96698
H 4.36901 1.18111 -1.23028
H 3.43146 -0.09330 0.38098
H 0.35318 1.70105 1.57964
H -1.48626 -0.09836 5.31334
H -2.37441 -2.29955 4.63759
N 3.74493 0.81260 6.20901
C 2.73346 0.40032 5.37795
N 2.18079 1.39367 4.64651
O 2.37896 -0.77386 5.31791
H 4.04597 1.76953 6.25667
H 4.19149 0.11770 6.77450
H 1.43716 1.15423 4.01926
H 2.47723 2.36104 4.68792
N -4.88279 -2.32598 2.28735
C -5.52533 -2.64080 3.44485
N -6.78973 -3.13437 3.28133
O -5.01128 -2.50250 4.54863
H -5.30045 -2.45130 1.38354
H -3.94651 -1.96525 2.35871
H -7.29306 -3.38433 4.11085
H -7.21772 -3.25569 2.37806
N -6.96342 -5.35330 -1.25173
C -6.64733 -5.14734 0.06194
N -6.13030 -6.21451 0.72749
O -6.82075 -4.06724 0.60793
H -6.83286 -6.22706 -1.72517
H -7.34039 -4.57384 -1.75895
H -5.88965 -6.07789 1.69316
H -5.97600 -7.11061 0.30657
N 4.21737 5.90232 4.49722
C 3.94151 4.67981 3.97375
N 4.01697 4.55427 2.62595
O 3.62406 3.70620 4.65692
H 4.46509 6.70539 3.94420
H 4.15480 6.00323 5.49226
H 3.80932 3.64645 2.24241
H 4.25527 5.30119 1.99157
N 1.84728 10.47720 3.93016
C 2.33834 9.21092 3.76564
N 1.41489 8.25853 3.43924
O 3.52085 8.94846 3.90353
H 0.88023 10.71474 3.82394
H 2.50392 11.19476 4.17160
H 1.74730 7.31867 3.31824
H 0.43849 8.44888 3.32307
N 0.55493 3.35166 -4.42598
C -0.69318 3.34214 -3.86188
N -1.68070 3.91355 -4.61505
O -0.90628 2.85843 -2.76391
H 0.75439 3.74360 -5.32617
H 1.30361 2.94726 -3.89427
H -2.60500 3.92117 -4.22685
H -1.52684 4.31646 -5.51913
N 3.77827 7.55560 -1.61861
C 3.76096 6.42057 -0.85364
N 2.61228 5.68237 -0.90830
O 4.70972 6.08254 -0.16606
H 3.01085 7.84975 -2.19048
H 4.61152 8.11193 -1.59290
H 2.57645 4.83446 -0.36078
H 1.81869 5.93526 -1.46444
N 6.65602 -4.98640 -7.10645
C 6.52007 -4.78033 -5.76215
N 7.61077 -5.10282 -5.00546
O 5.49380 -4.33857 -5.27431
H 7.48811 -5.34769 -7.53076
H 5.87096 -4.75725 -7.68581
H 7.54067 -4.95896 -4.01588
H 8.46287 -5.46552 -5.38678
N -11.63170 -3.89832 -0.45376
C -11.71581 -4.99091 -1.27409
N -10.55550 -5.71157 -1.39701
O -12.73981 -5.30088 -1.85181
H -10.79589 -3.62942 0.02963
H -12.46127 -3.34764 -0.34006
H -10.58038 -6.51893 -1.98988
H -9.70080 -5.47196 -0.92975
```

HOMO energy   -7.8224 eV
ΔE to the lowest compared entry with this formula, charge and spin   0.0 kcal per mole
Total energy   -3607.69938 Eh
Gap between HOMO and LUMO   7.97 eV

***

4.
ORCA calculation (ωB97M-V/def2-TZVPD) on a molecular structure, C25H59AlBClF7LiN5O13P3S at a distorted geometry.

The geometry in XYZ format:
```
117
C25H59AlBClF7LiN5O13P3S ωB97M-V/def2-TZVPD
C -1.20560 -5.16374 -7.27977
C -1.65430 -4.13730 -6.20750
C -1.00901 -4.48133 -4.87650
C 0.46694 -4.03505 -4.85589
C 0.48191 -2.49826 -4.63952
C 1.82232 -2.03480 -4.03641
C 1.59945 -1.53285 -2.60103
C 2.83432 -1.73199 -1.73132
N 2.57096 -1.77898 -0.29293
O 2.79746 -2.97744 0.32360
C 4.21795 -3.27083 0.46470
C 5.11191 -2.07543 0.64190
C 2.12151 -0.71257 0.35368
N 1.82474 0.48124 -0.19353
C 1.35246 1.23716 0.78515
P 0.75297 2.94421 0.49217
O 0.86491 3.16869 -1.10407
O -0.79390 2.94820 0.79961
S 1.63631 4.30382 1.49331
N 1.37570 0.57309 1.94712
P 0.86637 1.26541 3.51002
O 0.16689 2.53121 3.37035
N 1.86067 -0.67143 1.68608
B 1.96266 -1.60223 2.89585
O 0.87161 -2.22482 3.37074
O 3.15921 -1.73081 3.50435
C 3.57827 -3.11791 3.69131
H -0.23990 -4.86750 -7.66813
H -1.07645 -6.14354 -6.80855
H -1.92748 -5.22411 -8.08018
H -1.33132 -3.17288 -6.57149
H -2.73347 -4.10311 -6.13345
H -1.04936 -5.57297 -4.74081
H -1.51358 -4.03933 -4.02449
H 0.97265 -4.23976 -5.79426
H 1.02563 -4.46915 -4.02648
H 0.36170 -2.00525 -5.59234
H -0.34873 -2.30543 -3.97894
H 2.57015 -2.82660 -4.05048
H 2.22125 -1.23159 -4.64620
H 1.46074 -0.45964 -2.67396
H 0.68760 -1.92193 -2.16100
H 3.26387 -2.69080 -2.00021
H 3.60490 -1.00208 -1.95971
H 4.28837 -3.90146 1.33701
H 4.51177 -3.89999 -0.37092
H 4.90088 -1.51995 1.54904
H 5.06430 -1.37570 -0.18566
H 6.13120 -2.44513 0.67004
H 0.66581 2.31043 -1.52442
H -1.24768 2.31199 0.20591
H 0.08218 0.35610 4.25650
H 2.06817 1.52687 4.26106
H 0.04087 -1.74380 3.23847
H 3.47228 -3.33839 4.74484
H 2.92490 -3.76065 3.11469
H 4.60405 -3.17492 3.36469
F -2.04167 1.59965 3.25997
Al 1.27904 2.85024 5.57155
O -2.72146 -0.97147 -4.58303
C -2.39229 0.06524 -3.95642
C -2.43201 -0.27045 -2.22020
O -2.10425 0.75464 -1.58101
H -3.03141 0.96218 -4.04945
H -1.35059 0.44344 -4.07851
H -1.79086 -1.17579 -2.07385
H -3.48220 -0.68683 -2.07563
C -6.81606 -2.13538 -0.56594
C -5.33899 -1.77094 -0.30911
O -4.57216 -2.19028 -1.35311
H -6.94408 -3.21459 -0.66191
H -7.43734 -1.79929 0.27102
H -7.19122 -1.65681 -1.47151
H -5.09019 -2.19714 0.68296
H -5.34170 -0.68044 -0.10748
Cl -0.21240 4.51723 6.65337
C 0.10530 8.18048 -0.41477
C 0.35704 6.83142 -1.07140
C 0.24881 6.85438 -2.59427
O -1.10810 6.92600 -2.99886
C -1.58969 8.23543 -3.31782
N -0.68095 5.87044 -0.58830
H -0.93975 8.48441 -0.48608
H 0.35939 8.14294 0.64534
H 0.71941 8.95058 -0.87719
H 1.32633 6.44317 -0.76015
H 0.63089 5.90687 -2.98570
H 0.85394 7.65232 -3.02699
H -0.79044 8.89558 -3.65930
H -2.08665 8.67526 -2.45206
H -2.32790 8.13429 -4.11118
H -0.85535 5.92776 0.41892
H -0.43553 4.90304 -0.82039
H -1.55299 6.06946 -1.09230
Li -0.81078 -7.05346 -4.47214
O 0.19107 8.40539 -6.35694
H -0.23410 7.90298 -5.65609
H 0.19772 7.80393 -7.10811
F -2.86320 5.76261 7.48620
P -4.10268 4.68347 7.26193
F -4.21359 4.97832 8.89505
F -5.74770 4.45914 7.34318
F -4.64101 5.75615 6.10857
F -4.03428 3.08027 7.71246
F -3.16867 4.05287 6.07134
O 2.01253 -6.84773 4.16836
C 2.06199 -6.57613 5.33352
O 2.98930 -7.07992 6.17745
C 2.71654 -6.64792 7.52614
C 1.87272 -5.38904 7.37935
C 1.10241 -5.67435 6.09054
H 2.18372 -7.44769 8.04324
H 3.65651 -6.46437 8.03974
H 1.24008 -5.19217 8.24140
H 2.52105 -4.52303 7.23584
H 0.17919 -6.22342 6.27803
H 0.89504 -4.76913 5.52655
```

HOMO energy   -6.2501 eV
Total energy   -5095.90785 Eh
Gap between HOMO and LUMO   2.74 eV